A molecular structure, C20H37LuN12O7, computed with ωB97M-V with the def2-TZVPD basis set.

Summary:
Relative energy (zero: lowest compared OMol25 entry of this formula, charge and spin)   0.000 eV
Net charge   +2
Highest occupied orbital energy   -0.532 Ha
Orbital gap   0.2959 Ha

Geometry (Å):
Lu -1.09 0.13 -0.07
O 1.37 -1.27 -3.36
O 1.78 3.04 1.32
O 0.61 0.15 -1.27
O 0.10 2.21 0.30
O 3.43 -1.88 -3.25
O 6.17 2.72 -0.31
O 6.69 1.27 -1.83
N 0.58 -0.30 1.65
N 2.51 -1.14 -2.97
N -3.71 -0.42 0.00
N 1.33 2.33 0.46
N 5.91 1.83 -1.09
N -2.41 2.94 -1.84
N -2.39 1.72 1.36
N 2.56 -0.58 2.90
N 2.25 -1.78 0.95
N -1.75 1.77 -1.82
N -1.78 -1.48 -1.80
N -1.72 -1.86 1.40
C 3.34 -1.61 3.59
C -2.29 3.59 -3.01
C 1.37 -2.68 0.22
C 1.76 -0.88 1.84
C 3.58 2.04 -0.35
C 1.82 0.57 -1.26
C -3.08 -2.42 1.30
C 3.68 -1.98 0.74
C -3.11 -1.10 -2.34
C -4.04 -1.26 1.18
C 4.15 0.38 -2.01
C 2.26 1.62 -0.42
C 2.32 0.61 3.70
C -4.15 -1.14 -1.23
C 2.83 -0.02 -2.07
C -1.19 1.69 -3.03
C -4.38 0.89 0.10
C -3.87 1.72 1.27
C -1.50 2.80 -3.82
C 4.50 1.41 -1.15
H 4.04 -2.91 1.19
H -1.07 -1.43 -2.53
H -3.12 -3.06 0.42
H -1.19 3.00 -4.82
H -2.92 3.27 -1.03
H 0.95 -3.45 0.87
H -4.20 1.41 -0.85
H 1.95 -3.18 -0.55
H -0.56 0.85 -3.27
H -5.09 -0.72 -1.59
H -3.03 -0.10 -2.76
H -1.80 -2.45 -1.51
H 0.57 -2.14 -0.30
H 3.13 -2.59 3.17
H -3.94 -0.65 2.08
H -2.10 1.75 2.33
H -3.42 -1.77 -3.15
H -5.08 -1.60 1.14
H 4.90 -0.10 -2.63
H 0.33 0.20 2.50
H 3.04 -1.62 4.64
H 3.89 2.84 0.31
H -4.26 1.33 2.22
H 3.87 -2.03 -0.33
H -1.02 -2.59 1.29
H 4.23 -1.14 1.15
H 3.23 0.86 4.24
H -4.26 2.73 1.19
H -1.55 -1.51 2.34
H 2.07 1.46 3.07
H -5.47 0.78 0.19
H -3.34 -3.04 2.16
H -4.36 -2.17 -0.97
H -2.00 2.59 0.99
H 4.40 -1.40 3.54
H 1.52 0.46 4.44
H -2.75 4.54 -3.18